Computed, not measured: a structure of composition C8H17N3S at a distorted geometry, with ωB97M-V/def2-TZVPD.

Last column: Mulliken charge in e.
Cartesian coordinates (Å):
C1 -0.84 -0.18 0.50  -0.283
C2 -0.22 -3.13 -2.20  0.043
N1 -0.72 -2.57 -1.36  -0.438
H1 -3.90 -1.70 0.77  0.383
H2 -0.09 2.47 1.51  0.529
H3 0.99 -1.75 -0.51  0.279
H4 -2.28 -1.68 1.84  0.332
C3 2.01 2.13 1.13  -1.379
H5 -2.67 -2.96 0.72  0.394
H6 2.26 2.85 0.29  0.390
H7 1.73 -1.05 0.96  0.348
H8 0.67 0.93 2.09  0.241
H9 -0.65 -0.60 1.56  0.242
N2 -1.93 1.55 -1.19  -0.451
H10 2.12 2.69 2.14  0.368
H11 2.58 -1.29 -0.43  0.385
H12 1.93 1.01 -0.99  0.445
C4 1.63 -1.05 -0.11  -1.012
S1 -1.97 -0.91 -0.45  0.407
C5 1.12 0.22 -0.85  -0.394
C6 0.62 1.69 1.25  -0.163
N3 0.05 0.88 -0.07  0.260
C7 -2.77 -1.92 0.83  -0.853
C8 -0.75 1.78 -0.84  -0.241
H13 0.26 -3.58 -3.10  0.381
H14 -0.15 2.60 -1.12  0.570
H15 0.71 -0.19 -1.75  0.462
H16 -2.48 2.37 -1.65  0.345
H17 2.75 1.39 1.03  0.409

Results
Charge ... +2
Energy relative to the best compared isomer or geometry (same formula, charge and spin) ... 2.986 eV
Gap between HOMO and LUMO ... 0.3380 Ha
E_HOMO ... -17.95 eV
F_max ... 4.1 eV Å⁻¹
E ... -876.66573 a.u.
LUMO level ... -8.753 eV

=====

Computed, not measured: an isolated molecule of C8H17N3Si at a distorted geometry, with ωB97M-V/def2-TZVPD.

Last column: Löwdin spin population.
Cartesian coordinates (Å):
H1 1.70 1.56 -1.65  0.001
N1 -1.15 -0.61 -1.78  0.336
H2 0.73 -2.13 0.39  0.003
N2 -2.37 -1.29 -3.48  0.001
N3 -1.69 -0.34 -3.02  0.444
C1 -0.66 0.26 2.63  0.002
C2 1.22 -1.27 -0.03  0.008
H3 1.98 -1.05 1.94  0.000
H4 0.15 2.39 -1.70  0.000
C3 -2.36 -2.28 -2.55  0.530
H5 -1.59 -2.18 -0.47  0.044
C4 0.79 1.80 -1.00  0.001
H6 -2.55 -3.29 -2.92  0.028
H7 -1.97 -0.43 1.15  0.003
H8 1.62 -1.51 -1.07  0.001
H9 0.09 3.06 0.60  0.000
Si1 -0.05 0.20 -0.27  0.029
H10 -1.78 1.26 1.07  0.001
C5 -1.29 0.41 1.20  0.011
C6 1.09 2.72 0.11  0.000
H11 -1.53 0.29 3.31  0.001
H12 -0.02 1.12 2.86  0.000
C7 2.34 -0.91 0.97  0.000
H13 1.43 3.71 -0.21  0.000
H14 1.72 2.45 0.97  0.000
C8 -1.59 -1.80 -1.50  0.557
H15 3.28 -1.55 0.86  0.000
H16 -0.24 -0.63 2.55  0.000
H17 2.70 0.06 1.04  0.000

Results
Energy relative to the best compared isomer or geometry (same formula, charge and spin) ... 1.072 eV
Gap between HOMO and LUMO (alpha / beta) ... 0.1821 / 0.2772 Ha
E_HOMO (alpha / beta) ... -4.25 / -9.47 eV
F_max ... 6.8 eV Å⁻¹
E ... -768.54050 a.u.
Spin multiplicity ... 3
LUMO level (alpha / beta) ... 0.701 / -1.927 eV

=====

Computed, not measured: a structure of composition C8H17NO5Tl at a distorted geometry, with ωB97M-V/def2-TZVPD.

Last column: Mulliken charge in e.
Cartesian coordinates (Å):
H1 -15.93 -27.32 2.52  0.403
C1 -15.16 -27.37 1.75  -1.352
H2 -12.93 -26.58 0.57  0.418
H3 -9.74 -19.94 -6.39  0.257
H4 -15.57 -19.51 6.31  0.286
H5 -11.61 -25.47 -0.92  0.320
H6 -14.78 -18.01 5.84  0.259
O1 -12.12 -20.59 -7.69  -0.360
H7 -10.57 -18.58 -7.35  0.286
Tl1 -16.27 -20.96 -1.34  0.983
C2 -11.85 -20.08 -6.59  0.744
H8 -16.86 -25.66 1.39  0.263
O2 -12.62 -20.26 -5.62  -0.404
C3 -10.57 -19.24 -6.48  -0.805
H9 -14.10 -26.70 -0.70  0.400
H10 -12.66 -25.26 -2.24  0.323
H11 -14.26 -27.80 2.18  0.375
C4 -12.41 -24.83 -1.27  -0.814
C5 -14.89 -25.98 1.25  0.193
H12 -16.61 -18.08 6.08  0.309
C6 -15.81 -19.04 4.27  0.730
O3 -13.43 -24.75 -0.32  -0.255
H13 -10.43 -18.59 -5.62  0.319
H14 -16.44 -25.98 -0.11  0.269
O4 -15.43 -20.18 3.91  -0.447
O5 -16.15 -18.21 3.44  -0.393
H15 -14.48 -25.23 1.94  0.277
N1 -16.15 -25.46 0.70  -0.630
H16 -15.57 -27.99 0.95  0.364
C7 -13.79 -26.07 0.14  -0.810
H17 -11.95 -23.85 -1.39  0.272
C8 -15.71 -18.59 5.75  -0.781

Results
Charge ... +1
Energy relative to the best compared isomer or geometry (same formula, charge and spin) ... 4.729 eV
Gap between HOMO and LUMO ... 0.0480 Ha
E_HOMO ... -10.88 eV
F_max ... 4.2 eV Å⁻¹
E ... -917.89817 a.u.
LUMO level ... -9.572 eV

=====

Computed, not measured: a cluster of 2 separate species, C8H17O4PS in total at a distorted geometry, with ωB97M-V/def2-TZVPD.

Last column: Mulliken charge in e.
Cartesian coordinates (Å):
H1 -0.50 -0.24 -4.14  0.387
H2 -3.50 0.77 1.33  0.484
O1 0.83 0.88 1.92  -0.347
H3 -1.77 -1.66 -2.63  0.462
H4 -1.89 1.27 0.80  0.195
O2 1.72 -1.28 1.40  -0.516
C1 1.39 2.09 1.46  -0.096
C2 1.24 -1.32 -3.44  -0.154
H5 -1.98 0.18 2.95  0.226
C3 0.05 -0.39 -3.25  -0.673
H6 0.62 2.67 0.79  0.157
H7 2.15 -3.01 -2.45  0.437
H8 1.81 -1.06 2.29  0.288
O3 -0.74 -1.07 1.74  -0.396
H9 -2.63 -1.26 2.22  0.474
H10 -1.43 -0.35 -1.49  -0.140
C4 1.71 3.04 2.56  -0.953
C5 -2.00 -0.50 2.07  -0.257
S1 0.09 -2.47 -1.32  0.562
H11 0.37 0.63 -2.99  0.284
P1 0.47 -0.41 0.82  0.521
H12 2.87 3.05 2.64  0.274
O4 -0.62 -3.70 -1.64  -0.718
H13 2.12 -1.14 -4.21  0.240
C6 1.40 -2.32 -2.59  -0.464
H14 -2.83 -0.07 -0.06  0.124
C7 -2.60 0.40 1.00  -0.929
H15 1.17 2.57 3.40  0.240
H16 2.31 1.85 0.76  0.257
H17 1.12 3.95 2.27  0.285
C8 -0.92 -1.10 -2.21  -0.255

Results
Energy relative to the best compared isomer or geometry (same formula, charge and spin) ... 0.484 eV
Gap between HOMO and LUMO ... 0.3431 Ha
E_HOMO ... -8.59 eV
F_max ... 4.2 eV Å⁻¹
E ... -1355.44474 a.u.
LUMO level ... 0.744 eV

=====

Computed, not measured: a structure of composition C8H17S4V at a distorted geometry, with ωB97M-V/def2-TZVPD.

Last column: Mulliken charge in e.
Cartesian coordinates (Å):
S1 -1.62 0.60 1.72  0.300
H1 -0.28 1.49 3.49  0.466
H2 -0.27 0.30 -2.00  0.381
H3 -1.22 -2.80 1.88  0.471
S2 1.32 -0.51 1.98  0.300
H4 -1.00 1.75 -0.32  0.381
C1 2.22 -0.84 -0.60  -0.529
H5 3.25 -1.63 1.13  0.467
H6 1.07 1.56 0.74  0.381
H7 1.80 0.12 -0.94  0.381
H8 -2.91 1.07 -1.73  0.491
H9 -0.53 2.70 2.24  0.491
H10 3.05 -1.10 -1.26  0.517
C2 -1.94 1.48 0.17  -0.529
C3 2.72 -0.72 0.84  -0.698
H11 -0.24 -2.68 -2.69  0.466
C4 -2.77 0.59 -0.75  -0.698
H12 1.84 1.82 2.31  0.517
C5 -0.77 -0.64 -2.23  -0.529
S3 0.95 -2.14 -0.69  0.300
H13 -3.77 0.44 -0.32  0.467
S4 -1.99 -1.04 -0.95  0.300
C6 1.04 1.28 1.80  -0.529
C7 -0.30 1.64 2.41  -0.698
H14 1.04 -1.53 -3.03  0.491
V1 -0.62 -1.44 0.97  -0.184
H15 -1.28 -0.52 -3.19  0.517
H16 -2.48 2.40 0.38  0.517
C8 0.25 -1.77 -2.32  -0.699
H17 3.42 0.11 0.94  0.491

Results
Charge ... +4
Gap between HOMO and LUMO (alpha / beta) ... 0.2753 / 0.2581 Ha
E_HOMO (alpha / beta) ... -26.45 / -26.45 eV
F_max ... 1.3 eV Å⁻¹
E ... -2849.81596 a.u.
LUMO level (alpha / beta) ... -18.960 / -19.431 eV

=====

Computed, not measured: a structure of composition C8H18AlClIO2PS at a distorted geometry, with ωB97M-V/def2-TZVPD.

Last column: Mulliken charge in e.
Cartesian coordinates (Å):
S1 -2.00 0.10 0.76  0.413
H1 -2.17 0.56 3.08  0.325
H2 -4.35 -0.39 0.38  0.389
H3 2.22 0.60 -2.51  0.389
H4 2.50 -2.13 -1.53  0.316
C1 -3.46 -0.37 -0.25  -1.009
H5 -3.57 0.42 -1.01  0.351
C2 -2.69 -0.14 2.42  -1.044
O1 3.37 -0.29 0.53  -0.384
Cl1 -0.46 -2.00 -1.75  -0.184
Al1 -0.44 -1.76 0.37  0.344
H6 -3.76 0.10 2.40  0.432
H7 1.57 2.96 0.41  0.452
C3 1.32 -1.21 1.27  0.411
H8 2.23 -3.27 -0.20  0.358
H9 3.05 1.41 -1.16  0.463
O2 1.28 -0.90 2.46  -0.223
H10 -2.52 -1.17 2.75  0.255
I1 -1.78 -3.45 1.53  -0.024
P1 0.73 0.96 -0.66  0.753
C4 2.13 1.39 -1.76  -1.451
C5 0.89 2.15 0.72  -1.127
C6 -0.61 1.75 -1.64  -1.217
H11 -3.30 -1.33 -0.74  0.327
C7 2.57 -1.22 0.38  0.847
H12 1.96 2.35 -2.25  0.515
H13 3.87 -2.63 -0.50  0.381
H14 -1.08 0.98 -2.27  0.367
H15 1.32 1.64 1.59  0.362
H16 -0.09 2.55 0.98  0.396
H17 -1.36 2.22 -0.99  0.426
H18 -0.15 2.51 -2.29  0.468
C8 2.80 -2.39 -0.51  -1.077

Results
Charge ... +2
Energy relative to the best compared isomer or geometry (same formula, charge and spin) ... 2.637 eV
Gap between HOMO and LUMO (alpha / beta) ... 0.1693 / 0.1858 Ha
E_HOMO (alpha / beta) ... -16.19 / -16.17 eV
F_max ... 5.3 eV Å⁻¹
E ... -2205.36018 a.u.
LUMO level (alpha / beta) ... -11.580 / -11.118 eV